# C8H14FN2

A gas-phase ion, C8H14FN2 (charge +1) (the ωB97M-V functional and the def2-TZVPD basis, the Open Molecules 2025 dataset).

LUMO (spin up / spin down) in eV: -3.64 / -4.79
Highest occupied orbital energy (spin up / spin down) in hartree: -0.271 / -0.456
<S²>: 2.0137
Gap between HOMO and LUMO (spin up / spin down) in eV: 3.7 / 7.6
E in Eh: -522.148043
Maximum force in eV/A: 5.6
Total charge: +1
2S+1: 3
Relative energy (zero: lowest compared OMol25 entry of this formula, charge and spin) in eV: 0.0000

XYZ file:
```
25
Properties=species:S:1:pos:R:3:forces:R:3:mulliken_charge:R:1
C -0.809439 -0.619027 3.041059 -1.0 -2.5 -2.4 -0.58
C -0.868549 -0.822111 1.663398 -1.6 -0.1 4.1 -0.41
C 0.340152 0.056662 3.341249 2.2 2.1 3.8 -0.41
C 0.221571 -0.133665 1.100199 2.4 1.2 -5.0 -0.23
C -1.264942 1.402283 -0.713428 -1.5 0.5 -4.0 -1.39
C 1.571589 -1.254648 -1.001319 -0.8 1.2 1.2 -1.75
C -0.630170 0.138078 -1.213793 -0.6 -2.3 0.5 0.07
C 0.661381 -0.072779 -0.488626 1.8 -1.2 3.6 1.25
N 0.971545 0.388378 2.163171 -1.8 -1.9 -0.8 -0.09
N -0.286119 0.220081 -2.797388 -0.6 1.1 -0.8 -0.36
F 1.494033 1.067193 -0.639396 -0.6 0.0 -0.2 -0.40
H -1.317055 -1.300132 3.675640 -0.9 0.3 0.8 0.40
H -1.737306 -1.249559 1.312906 -1.3 -1.0 -1.5 0.46
H 0.735390 0.443516 4.366889 -0.8 -0.9 -2.3 0.35
H -0.924294 2.202613 -1.380125 0.3 0.4 0.8 0.38
H -1.262663 1.598626 0.299748 1.1 0.3 2.0 0.42
H -2.326023 1.404414 -0.904784 -0.6 -0.3 -0.4 0.40
H 2.525320 -1.311208 -0.487860 -0.1 0.3 0.4 0.40
H 1.092622 -2.200525 -0.856438 -0.4 -0.6 -0.2 0.35
H 1.822196 -1.046043 -2.012603 0.2 -0.2 -1.2 0.53
H -1.259907 -0.810794 -0.924440 1.0 1.7 -1.4 0.32
H 1.717053 0.918677 2.023915 3.7 2.8 -0.3 0.08
H -1.029974 0.715290 -3.418722 1.0 -1.5 1.5 0.39
H 0.076388 -0.654457 -3.299022 -0.9 1.3 1.2 0.37
H 0.487196 0.919136 -2.850232 -0.2 -0.6 0.2 0.45
```
Positions in Å, forces in eV/Å.